No. 1
A 5-piece molecular cluster, C8H22O7 overall at a distorted geometry, computed with ωB97M-V/def2-TZVPD.

- structure (SMILES) = C[C@H]1COC(=O)O1.CO.CO.CO.CO

```
! RIJCOSX wB97M-V def2-TZVPD def2/J DEFGRID3
* xyz 0 1
C 0.031 -0.193 3.372
C -0.980 -0.929 2.630
C -2.014 -0.051 1.863
O -1.919 -0.433 0.546
C -0.953 -1.260 0.347
O -0.740 -1.765 -0.724
O -0.307 -1.561 1.531
H 0.484 0.561 2.729
H 0.686 -1.012 3.669
H -0.442 0.264 4.241
H -1.355 -1.793 3.179
H -1.769 1.004 1.987
H -3.077 -0.190 2.062
C -1.103 0.260 -3.019
O -2.114 1.261 -2.871
H -1.606 -0.668 -2.748
H -0.799 0.049 -4.044
H -0.262 0.385 -2.336
H -1.828 2.005 -3.406
C 0.624 -3.216 -3.508
O 0.907 -2.424 -4.647
H 0.682 -4.253 -3.839
H 1.367 -2.788 -2.835
H -0.309 -3.034 -2.974
H 0.450 -2.770 -5.417
C -0.757 2.912 -0.240
O -2.154 3.194 -0.551
H -0.335 3.589 0.504
H -0.618 1.965 0.281
H -0.021 3.038 -1.033
H -2.309 2.731 -1.378
C 3.577 0.922 2.462
O 3.747 0.946 3.806
H 4.503 1.248 1.989
H 3.345 -0.096 2.149
H 2.872 1.693 2.151
H 4.497 0.409 4.072
*
```

No. 2
A 3-piece molecular cluster, C8H23BrFO3PSi overall at a distorted geometry, computed with ωB97M-V/def2-TZVPD.

- structure (SMILES) = C[C@H](F)[SiH2]P(O)Br.CC(C)O.CC(C)O

```
! RIJCOSX wB97M-V def2-TZVPD def2/J DEFGRID3
* xyz 0 1
C -3.022 -6.788 1.960
C -1.667 -7.169 2.799
F -2.058 -7.204 4.258
Si -0.190 -5.957 2.572
P -0.405 -4.563 0.865
O 0.605 -5.197 -0.436
Br 0.406 -2.522 1.573
H -3.949 -6.681 2.705
H -3.259 -7.641 1.161
H -2.975 -5.785 1.359
H -1.327 -8.279 2.548
H -0.022 -5.239 3.862
H 1.006 -6.797 2.303
H -0.023 -5.847 -0.910
C 1.309 1.731 -1.509
C 2.036 1.833 -0.178
C 3.208 0.868 -0.111
O 1.126 1.545 0.880
H 0.901 0.725 -1.657
H 0.460 2.423 -1.539
H 1.978 1.962 -2.344
H 2.395 2.858 -0.032
H 2.868 -0.169 -0.209
H 3.715 0.943 0.857
H 3.935 1.073 -0.903
H 0.802 0.637 0.759
C -0.857 6.903 -2.347
C -0.690 5.404 -2.149
C -0.990 4.999 -0.714
O 0.646 5.031 -2.475
H -0.166 7.462 -1.707
H -0.626 7.182 -3.381
H -1.880 7.220 -2.119
H -1.357 4.866 -2.831
H -0.304 5.491 -0.016
H -0.854 3.920 -0.583
H -2.017 5.259 -0.437
H 1.245 5.504 -1.875
*
```

No. 3
A 4-piece molecular cluster, C8H23FN6O6S2 overall at a distorted geometry, computed with ωB97M-V/def2-TZVPD.

```
! RIJCOSX wB97M-V def2-TZVPD def2/J DEFGRID3
* xyz 0 1
C 3.365 0.231 1.923
C 1.846 0.251 2.399
F 1.665 -0.962 3.097
O 1.711 1.389 3.247
S 0.115 1.720 3.669
O -0.461 0.529 4.375
O -0.709 1.922 2.200
C -2.090 1.508 2.309
C -2.214 0.058 1.699
C -3.677 -0.522 1.707
S -4.110 -1.125 3.408
H 3.903 -0.601 2.457
H 3.847 1.211 2.198
H 3.470 0.074 0.822
H 1.203 0.277 1.487
H -2.695 2.183 1.633
H -2.533 1.614 3.330
H -1.901 0.127 0.616
H -1.471 -0.609 2.216
H -3.690 -1.418 1.026
H -4.424 0.209 1.296
H -4.859 -0.115 3.979
C -3.826 -1.791 -2.035
O -3.745 -0.623 -1.677
N -2.779 -2.464 -2.579
N -4.976 -2.513 -1.916
H -2.825 -3.419 -2.877
H -1.912 -1.963 -2.683
H -5.771 -2.047 -1.518
H -5.065 -3.469 -2.201
C -0.004 -2.695 -5.265
O -0.220 -2.483 -4.081
N 0.074 -1.696 -6.184
N 0.177 -3.948 -5.762
H 0.251 -1.846 -7.159
H -0.054 -0.757 -5.851
H 0.127 -4.711 -5.111
H 0.356 -4.144 -6.729
C 5.603 3.570 1.586
O 5.873 2.380 1.632
N 4.641 4.072 0.764
N 6.240 4.495 2.354
H 4.403 5.044 0.711
H 4.150 3.417 0.182
H 6.956 4.160 2.974
H 6.035 5.476 2.333
*
```

No. 4
An isolated ion of composition C8H23N2Si and charge +1 at a distorted geometry, computed with ωB97M-V/def2-TZVPD.

- structure (SMILES) = CC[Si](CC)(CC)[NH2+]CCN

```
! RIJCOSX wB97M-V def2-TZVPD def2/J DEFGRID3
* xyz 1 1
C 1.556 2.233 0.875
C 2.221 0.759 0.519
Si 0.872 -0.496 -0.098
C 0.547 -0.508 -1.942
C 1.654 0.148 -2.725
C 0.613 -2.182 0.773
C 0.973 -2.318 2.259
N -0.879 0.166 0.502
C -1.600 1.274 -0.040
C -3.176 0.960 -0.009
N -3.305 -0.542 -0.151
H 2.482 2.671 1.312
H 1.236 2.703 -0.060
H 0.769 2.013 1.592
H 2.877 0.453 1.309
H 2.727 0.979 -0.394
H 0.388 -1.496 -2.229
H -0.304 0.107 -2.149
H 1.602 1.254 -2.646
H 2.726 -0.141 -2.532
H 1.583 -0.063 -3.819
H -0.458 -2.372 0.800
H 1.082 -2.898 0.210
H 1.998 -1.951 2.638
H 0.323 -1.740 2.863
H 0.733 -3.397 2.434
H -1.614 -0.505 0.430
H -0.763 0.177 1.530
H -1.240 1.257 -1.135
H -1.090 2.223 0.369
H -3.599 1.288 0.936
H -3.636 1.627 -0.767
H -4.070 -0.843 0.394
H -3.229 -0.837 -1.049
*
```

Number 1: HOMO -0.36740 Ha, lowest unoccupied orbital energy 0.7 eV, calculated total energy -22982.550 eV. Number 2: HOMO -0.32951 Ha, lowest unoccupied orbital energy -0.7 eV, calculated total energy -104736.404 eV. Number 3: HOMO -0.31288 Ha, lowest unoccupied orbital energy 0.4 eV, calculated total energy -54283.910 eV. Number 4: HOMO -0.50599 Ha, lowest unoccupied orbital energy -2.4 eV, calculated total energy -19520.250 eV.